[1]
Below is a structure of composition C22H24Br2N4O3Pt, with properties calculated with wB97M-V/def2-TZVPD.

Structure (XYZ):
```
56
Properties=species:S:1:pos:R:3
Pt 0.44609 -0.00950 -0.12420
C 1.46492 3.03928 0.91521
O 1.75951 1.87787 0.12057
C 2.90709 2.01536 -0.73414
C 2.56738 1.37528 -2.07351
O 1.91597 0.09242 -1.89810
C 2.78198 -1.05791 -1.91413
C 3.31111 -1.32340 -0.52101
O 2.19056 -1.50892 0.36975
C 1.90384 -2.89978 0.57221
H 1.34124 3.91086 0.26911
H 2.27196 3.21900 1.62847
H 0.52967 2.84495 1.43893
H 3.76694 1.55543 -0.24332
H 3.13106 3.07586 -0.88158
H 3.46896 1.24422 -2.67693
H 1.86536 1.99213 -2.63641
H 3.59374 -0.90450 -2.62971
H 2.16340 -1.88349 -2.27308
H 3.88153 -0.48020 -0.13458
H 3.95569 -2.20485 -0.50311
H 1.65431 -3.39681 -0.36796
H 1.06416 -2.96888 1.26106
H 2.76927 -3.38998 1.02378
Br -1.12217 -1.95174 6.18247
C -0.78165 -1.35279 4.49264
C 0.13593 -0.30119 4.30948
C 0.37644 0.11010 3.00268
N -0.23535 -0.44208 1.95847
C -1.12246 -1.45801 2.12572
C -1.41960 -1.94745 3.37893
C -1.71033 -2.02056 0.87246
C -2.81882 -2.83982 0.86660
C -3.26330 -3.34331 -0.37785
Br -4.71221 -4.45081 -0.46425
C -2.59319 -2.99683 -1.56640
C -1.50162 -2.14073 -1.45181
N -1.08080 -1.67596 -0.27993
H 0.63859 0.17209 5.14224
H 1.08235 0.90451 2.79254
H -2.09972 -2.77259 3.53086
H -3.35545 -3.09411 1.76832
H -2.90897 -3.36937 -2.53077
H -0.95675 -1.82074 -2.33147
N -4.47894 5.01249 -2.84837
C -3.73254 4.25121 -2.43709
C -2.80808 3.28735 -1.92292
C -1.87329 2.67923 -2.75748
C -1.00631 1.74909 -2.21580
N -1.02917 1.40623 -0.91986
C -1.93420 1.99087 -0.11886
C -2.83443 2.93173 -0.57279
H -1.82207 2.92499 -3.80938
H -0.27280 1.25248 -2.83658
H -1.92182 1.70253 0.92571
H -3.54306 3.38874 0.10514
```

Computed properties:
HOMO energy (spin up / spin down)   -19.89 / -20.10 eV
Spin multiplicity   5
Gap between HOMO and LUMO (spin up / spin down)   6.420 / 3.199 eV
Total charge   +4
Calculated total energy   -178589.3618 eV

[2]
Below is the ion C3H8N2O with charge +1 at a distorted geometry, with properties calculated with wB97M-V/def2-TZVPD.

Structure (XYZ):
```
14
Properties=species:S:1:pos:R:3
N -1.50857 -1.21009 0.63884
C -0.16328 -1.11213 1.11318
C 0.78078 -0.37850 0.04056
N 0.45712 0.90809 -0.12673
C 0.69732 1.74536 -1.31319
O 1.73946 -0.96064 -0.39837
H -1.65963 -1.95450 -0.03827
H -2.20640 -1.42956 1.34356
H -0.29503 -0.42610 1.95151
H 0.38862 -2.01177 1.39327
H -0.42636 1.16320 0.29779
H 1.07225 2.68158 -0.92170
H 1.31131 1.19498 -2.03311
H -0.18761 1.79008 -1.94734
```

Computed properties:
HOMO energy (spin up / spin down)   -15.74 / -15.14 eV
Spin multiplicity   2
Gap between HOMO and LUMO (spin up / spin down)   11.836 / 6.058 eV
Energy relative to the best compared isomer or geometry (same formula, charge and spin)   0.947 eV
Total charge   +1
Calculated total energy   -8258.9738 eV

[3]
Below is a structure of composition C39H39LaN8O4 at a distorted geometry, with properties calculated with wB97M-V/def2-TZVPD.

Structure (XYZ):
```
91
Properties=species:S:1:pos:R:3
La 2.53363 -0.38165 -0.50163
O 1.84570 -1.41381 -2.41330
C 2.27815 -1.92402 -3.58672
C 1.29013 -2.63299 -4.37747
C 1.55313 -2.82544 -5.74504
C 2.87112 -2.68299 -6.23465
C 3.83839 -2.13374 -5.37340
C 3.58123 -1.69707 -4.06656
C 4.64174 -0.99838 -3.33354
N 4.46296 -0.33311 -2.21433
C 5.71388 0.21663 -1.69508
C 5.54171 0.95142 -0.28153
N 4.80575 0.08251 0.62037
C 5.25344 -0.52248 1.69064
C 4.66694 -1.73995 2.32626
C 5.38944 -2.16864 3.45262
C 5.12797 -3.39832 4.02421
C 4.09098 -4.20721 3.51525
C 3.33598 -3.76531 2.46802
C 3.67674 -2.61717 1.68776
O 3.17890 -2.48531 0.49511
H 0.26531 -2.77134 -3.92204
H 0.74545 -3.07196 -6.45329
H 3.14655 -3.01092 -7.25003
H 4.90573 -2.06969 -5.68549
H 5.67929 -1.15758 -3.65673
H 6.08513 0.97074 -2.42137
H 6.53354 -0.56500 -1.66128
H 5.05703 1.95906 -0.40428
H 6.59187 1.13589 0.07897
H 6.05178 -0.06611 2.29813
H 6.17475 -1.56493 3.87839
H 5.76940 -3.77708 4.83746
H 3.89548 -5.16447 4.02263
H 2.66861 -4.49057 1.96245
C -9.87256 1.67994 0.71152
O -9.45408 1.14742 1.92670
C -8.16557 0.71065 1.96937
C -7.56401 -0.12149 0.96604
C -6.28224 -0.58349 1.17643
C -5.51757 -0.39043 2.38722
C -6.15394 0.47471 3.31551
C -7.46641 0.97703 3.12524
N -4.27636 -0.88767 2.47430
N -3.50244 -0.31764 3.30566
C -2.19762 -0.30885 3.02156
C -1.35225 0.63331 3.80117
C -0.12953 1.04293 3.33476
C 0.44309 0.39368 2.20572
O 1.64033 0.57401 1.67676
C -0.31063 -0.62626 1.52550
N 0.29377 -1.20745 0.46400
C -0.23265 -2.27298 -0.14101
C -1.44642 -2.78549 0.27337
C -2.12402 -2.16529 1.31393
C -1.58187 -1.10283 2.02015
H -9.65227 1.05286 -0.09756
H -9.38015 2.60308 0.56084
H -10.96111 1.79220 0.80156
H -8.00737 -0.32600 0.00234
H -5.81023 -1.15633 0.34736
H -5.57487 0.65458 4.25293
H -7.92789 1.70061 3.80223
H -1.68591 0.89739 4.83753
H 0.40521 1.80993 3.84730
H 0.32467 -2.65869 -0.98926
H -1.92748 -3.62322 -0.28840
H -3.21001 -2.45108 1.51900
C -2.49457 2.22322 -0.50851
C -2.14925 1.27332 -1.71286
N -0.74664 1.04939 -1.82183
C 0.18298 1.98573 -1.45158
N 1.45159 1.71365 -1.54249
C 2.36960 2.87145 -1.55477
C 1.99536 3.96695 -0.61264
C 0.57116 4.39173 -1.02311
N -0.27549 3.23479 -1.06721
C -1.60064 3.49096 -0.52688
H -2.31477 1.75163 0.43345
H -3.53325 2.57543 -0.53998
H -2.56388 1.69656 -2.65978
H -2.62899 0.31185 -1.51927
H -0.39023 0.25428 -2.35211
H 2.36241 3.15481 -2.61664
H 3.36335 2.43381 -1.37493
H 2.74873 4.82076 -0.67389
H 1.96901 3.58959 0.39871
H 0.57533 4.97280 -1.96207
H 0.11319 5.10374 -0.26651
H -2.03231 4.40564 -1.03627
H -1.56012 3.88975 0.46085
```

Computed properties:
HOMO energy (spin up / spin down)   -6.52 / -6.52 eV
Gap between HOMO and LUMO (spin up / spin down)   5.987 / 5.995 eV
Energy relative to the best compared isomer or geometry (same formula, charge and spin)   0.067 eV
Calculated total energy   -62047.0148 eV

[4]
Below is a structure of composition C39H42N3O7OsPS2, with properties calculated with wB97M-V/def2-TZVPD.

Structure (XYZ):
```
95
Properties=species:S:1:pos:R:3
Os -0.38164 0.43357 -0.29285
N -1.16836 0.84004 2.83133
P -0.52170 -0.60663 2.15412
C -1.91491 -1.75062 2.09277
C -1.93747 -2.72793 1.10087
C -2.96577 -3.65914 1.07204
C -3.97500 -3.60858 2.02205
C -3.95409 -2.63451 3.01306
C -2.92073 -1.71493 3.05661
C 0.55486 -1.17258 3.46880
C 1.41096 -0.28050 4.11601
C 2.27366 -0.74395 5.09339
C 2.30485 -2.09715 5.40463
C 1.47643 -2.98843 4.73989
C 0.59937 -2.53287 3.76855
C -1.79415 1.78609 2.07971
C -2.49566 2.84281 2.68245
C -3.16923 3.73999 1.89705
C -3.16416 3.58970 0.50472
C -2.45184 2.55609 -0.02978
N -1.74779 1.67389 0.73393
H -1.11267 1.00015 3.82651
H -1.13917 -2.78830 0.37096
H -2.96237 -4.43496 0.31770
H -4.77391 -4.33758 2.00207
H -4.73650 -2.60255 3.75885
H -2.90189 -0.97125 3.84378
H 1.41191 0.77060 3.85135
H 2.92805 -0.05395 5.60893
H 2.98491 -2.45841 6.16389
H 1.51260 -4.04324 4.97356
H -0.04188 -3.23463 3.25104
H -2.51404 2.91102 3.76141
H -3.72041 4.54975 2.35579
H -3.70919 4.26180 -0.13996
H -2.39809 2.38387 -1.09495
C -4.91701 -3.67507 -3.23062
O -4.25774 -2.97653 -4.28506
C -3.38709 -2.02151 -3.98226
C -2.81382 -1.34919 -5.07627
C -1.90949 -0.34916 -4.85833
C -1.52215 0.05775 -3.56146
C -0.62832 1.19289 -3.40604
C 0.11611 1.71697 -4.60024
O -0.46648 1.78268 -2.31851
C -2.10011 -0.65484 -2.48540
O -1.79497 -0.41622 -1.19321
C -3.02239 -1.67627 -2.68351
H -5.62414 -4.33799 -3.71719
H -5.45015 -2.97904 -2.58075
H -4.19914 -4.26168 -2.65401
H -3.11096 -1.63948 -6.07349
H -1.49434 0.16434 -5.71355
H 0.57014 0.91132 -5.17548
H 0.87891 2.41683 -4.27037
H -0.56933 2.24802 -5.26450
H -3.41826 -2.18159 -1.81525
O 1.40191 -4.50502 0.92427
S 2.25333 -3.37623 0.72368
O 3.18797 -2.98522 1.72866
N 1.28607 -2.05313 0.36074
C 1.55080 -1.61767 -0.82526
O 0.93930 -0.57219 -1.33182
C 2.56118 -2.34818 -1.61354
C 3.02827 -2.11405 -2.89418
C 3.98541 -2.98458 -3.40223
C 4.45258 -4.05472 -2.64789
C 3.98471 -4.28998 -1.35736
C 3.03856 -3.41814 -0.86875
H 2.65619 -1.28418 -3.47955
H 4.37306 -2.83222 -4.39999
H 5.19311 -4.71890 -3.07235
H 4.34869 -5.12187 -0.77068
C 1.12734 4.05605 3.24337
C 2.40499 4.36432 2.47765
C 2.82512 3.23547 1.54497
S 1.58870 2.96186 0.24560
O 1.13629 1.49109 0.55043
C 2.62462 2.82257 -1.21850
C 2.95135 4.21905 -1.74714
C 1.74740 4.95369 -2.32131
H 0.87466 4.87161 3.91865
H 1.24202 3.15119 3.84328
H 0.27690 3.91517 2.56971
H 3.23155 4.53272 3.17021
H 2.29808 5.28866 1.90533
H 2.89335 2.26990 2.05124
H 3.77256 3.43724 1.04504
H 2.02358 2.24626 -1.92346
H 3.51253 2.25169 -0.94414
H 3.71489 4.08347 -2.51540
H 3.43208 4.81513 -0.96538
H 1.28695 4.38304 -3.12805
H 2.05003 5.91940 -2.72198
H 0.97960 5.13779 -1.56862
```

Computed properties:
HOMO energy (spin up / spin down)   -12.47 / -13.49 eV
Spin multiplicity   5
Gap between HOMO and LUMO (spin up / spin down)   7.394 / 6.079 eV
Energy relative to the best compared isomer or geometry (same formula, charge and spin)   0.000 eV
Total charge   +2
Calculated total energy   -93339.7994 eV